1.
Entry from the OMol25 dataset: a structure of composition C16H48B2F8O8S8Y at a distorted geometry (ωB97M-V/def2-TZVPD).

Results
HOMO level (eV): -11.06
Charge: +1
Energy above the lowest of the compared OMol25 structures with the same formula, charge and spin (eV): 0.216
DFT total energy (eV): -144572.4393
Frontier orbital gap (eV): 8.720

Last column: Löwdin charge in e.
Atoms and positions in Å:
H (-5.2104, -0.5019, 2.6318)  0.063
H (0.1020, -4.6230, 0.5183)  0.051
H (2.7277, 2.1590, -3.4779)  0.041
H (-2.7540, -2.6560, -2.6297)  0.052
H (-3.1444, 0.7999, -3.8751)  0.050
H (2.4324, -3.5369, 1.2176)  0.031
Y (-0.0580, 0.2514, -0.1423)  1.387
S (-1.4766, -2.9067, 1.1546)  0.910
C (-4.3480, -0.6473, 1.9812)  -0.200
C (-0.3442, 4.6283, -1.9726)  -0.198
B (2.6862, 2.2865, -0.7367)  -1.554
H (-0.9114, 2.1026, -4.6914)  0.056
H (-3.0272, -1.0453, -4.1234)  0.064
H (-1.4464, 5.1616, 0.4144)  0.047
H (-2.1632, 1.9541, 3.8627)  0.036
C (0.3625, -4.1993, -2.8174)  -0.231
H (2.4667, 3.0351, 4.4006)  0.056
C (-1.2433, -3.2780, 2.8820)  -0.205
H (-3.5347, -2.7471, -1.0447)  0.033
F (1.7550, 1.3841, -0.5928)  0.122
H (-1.9408, 0.1415, 3.8873)  0.058
H (-3.4510, 0.8872, 4.4181)  0.069
C (3.3741, -2.9970, 1.1182)  -0.244
S (-1.4957, 3.3798, -1.2408)  0.951
H (4.9651, 0.3450, 1.4452)  0.063
S (0.5794, 2.2016, 3.0394)  0.986
H (-1.0411, 0.3917, -5.4179)  0.037
O (-1.7981, -0.3413, -1.4164)  -0.649
H (4.4399, -0.3523, -0.2730)  0.049
H (2.4218, 2.0365, -5.1069)  0.058
F (0.8954, -0.9945, 4.4722)  0.154
C (0.4516, 3.9520, 2.4967)  -0.207
O (-2.0176, 0.4902, 1.0068)  -0.661
H (-0.2079, -3.1936, 3.2118)  0.080
H (-4.5032, -0.1367, -3.6856)  0.058
C (-0.4188, 1.2462, -5.1519)  -0.245
S (0.8298, 0.6701, -3.9393)  0.963
H (3.2542, 2.1351, 3.1551)  0.052
C (4.5910, -0.4515, 0.8019)  -0.163
H (0.0697, 1.4768, -6.0986)  0.060
H (3.3367, -2.1207, -2.1315)  0.051
C (-2.2027, 4.4671, 0.0485)  -0.223
H (-1.5095, -5.2596, 0.9284)  0.063
S (-3.1497, 0.7957, 1.9582)  0.914
H (2.4760, -2.2351, -3.6165)  0.058
H (-1.6401, -4.2715, 3.0908)  0.068
H (-3.8480, -1.5919, 2.1953)  0.020
C (-3.4231, -0.2040, -3.5548)  -0.240
F (2.0740, -0.8200, 6.3139)  0.111
C (2.6733, -2.7788, -2.6926)  -0.229
H (1.3797, 4.2154, 1.9894)  0.065
F (2.2658, 3.3760, -1.4071)  0.195
H (-0.6609, -4.4343, -2.5250)  0.026
H (2.4275, 1.3149, 4.4648)  0.038
S (3.0182, -1.2291, 1.5167)  0.969
O (0.4635, 1.2994, 1.7899)  -0.637
B (0.8050, -0.6881, 5.7647)  -1.423
S (-3.2590, -0.4087, -1.7529)  0.955
S (1.2204, -3.0461, -1.6646)  0.916
H (-0.7679, 5.4609, -2.5341)  0.070
C (1.8885, 2.2072, -4.1717)  -0.194
H (0.0652, 5.1062, -1.0826)  0.055
C (-2.6212, 0.9758, 3.7168)  -0.198
H (0.0731, 4.5387, 3.3337)  0.063
H (-1.9650, -2.6001, 3.3378)  0.046
F (3.3421, 2.6150, 0.4335)  0.150
H (3.7579, -3.1339, 0.1072)  0.029
C (2.3550, 2.1524, 3.7709)  -0.151
O (-0.6148, -1.7259, 0.6831)  -0.632
H (-0.2855, 4.0195, 1.6965)  0.002
H (1.3540, 3.1496, -4.0525)  0.047
H (-1.4446, -4.3700, -0.5980)  0.021
F (3.6287, 1.5628, -1.3741)  0.162
H (-3.0342, 5.0363, -0.3673)  0.062
C (-3.5365, -2.2280, -2.0031)  -0.211
H (0.3438, 4.1047, -2.6364)  0.020
O (0.5241, -1.6617, -1.5109)  -0.615
H (4.1773, -3.4965, 1.6599)  0.066
H (0.8284, -5.1789, -2.7109)  0.062
H (-4.4524, -2.3620, -2.5788)  0.061
C (-0.9705, -4.4898, 0.3762)  -0.216
H (-2.5398, 3.8419, 0.8753)  0.050
H (0.3708, -3.9545, -3.8796)  0.062
H (-4.7014, -0.7374, 0.9541)  0.025
O (1.8389, -0.7135, 0.7296)  -0.636
F (0.3251, 0.6020, 6.0709)  0.078
H (5.2338, -1.3314, 0.7771)  0.033
O (-0.7418, 2.3767, -0.3514)  -0.629
H (3.1111, -3.7638, -2.8545)  0.066
O (0.2389, 0.7139, -2.4994)  -0.631
F (-0.0969, -1.6045, 6.2855)  0.102



2.
Entry from the OMol25 dataset: a cluster of 9 separate species, C16H48BF4O16 in total at a distorted geometry (ωB97M-V/def2-TZVPD).

Results
HOMO level (eV): -7.80
Charge: -1
Energy above the lowest of the compared OMol25 structures with the same formula, charge and spin (eV): 5.255
DFT total energy (eV): -61677.7426
Frontier orbital gap (eV): 9.900

Last column: Löwdin charge in e.
Atoms and positions in Å:
O (-1.4778, -5.9350, -6.4680)  -0.083
H (3.8699, 1.2074, -7.2497)  0.111
H (-8.1152, 3.2284, 1.6293)  0.106
H (3.6942, 0.3530, 4.4061)  0.115
H (6.8461, -4.9912, -0.6309)  0.109
O (-4.9345, -4.1076, 3.3404)  -0.065
H (6.2593, -0.2124, 4.0955)  0.111
O (6.6899, -4.5608, -2.7448)  -0.058
O (-6.6250, 2.7142, -0.7273)  -0.070
H (-9.1874, 1.8945, 1.5377)  0.111
H (-0.6150, 6.7449, -0.2491)  0.114
C (5.9022, 0.2933, 4.9926)  -0.248
H (9.0191, -3.8586, -1.3343)  0.108
C (-7.9776, 2.2969, -0.4109)  -0.215
H (3.4088, -1.5705, 4.5239)  0.084
H (-3.3068, 1.3704, 7.5598)  0.074
H (-6.1506, 1.8881, -0.6089)  0.078
H (-1.0610, -3.7344, -7.9109)  0.074
O (-1.0662, -3.0261, -7.2629)  -0.075
C (-0.8715, -3.5737, -5.9830)  -0.239
O (1.0892, 5.6616, -0.6715)  -0.071
H (-3.9177, 3.1624, 6.8387)  0.119
O (-2.6550, 1.9697, 7.9306)  -0.082
H (-8.1046, 1.2523, -0.6951)  0.109
H (4.1253, 2.2449, -4.2847)  0.115
H (-6.4619, 1.7619, 1.9616)  0.079
H (2.7008, 1.6101, -5.1638)  0.114
C (-6.3489, -4.8834, 1.3779)  -0.264
H (-1.8100, -5.1328, -4.6922)  0.118
H (5.9003, -3.6715, -1.0126)  0.120
C (4.4250, 1.5842, -6.3906)  -0.229
H (1.9011, 8.3222, -1.2307)  0.109
C (8.0740, -3.3288, -1.2150)  -0.235
H (-4.4296, -3.4825, 2.8151)  0.088
H (-7.0795, -3.2733, 2.0534)  0.080
H (0.5835, 4.9357, -0.2988)  0.089
C (-8.2447, 2.2654, 1.1354)  -0.210
O (8.0900, -2.1313, -2.0225)  -0.076
H (0.7474, 7.0145, 0.7533)  0.104
H (-5.7846, -4.4264, 0.5650)  0.110
O (4.0025, 0.1749, -4.5135)  -0.065
O (4.0688, -1.4037, 5.2008)  -0.065
F (-0.1297, -2.7226, -0.5741)  0.088
H (7.1071, -5.4185, -2.8540)  0.078
H (6.2965, 1.6565, -6.9030)  0.069
C (6.7942, -4.1865, -1.3643)  -0.223
H (-1.8945, 4.1513, 5.7431)  0.105
H (-2.1716, 1.6043, 4.5943)  0.088
C (-2.8544, 3.1142, 7.0737)  -0.253
H (0.1836, -3.8228, -5.8705)  0.118
H (-2.6227, 3.9846, 7.6875)  0.107
O (6.7548, 0.0107, 6.0667)  -0.068
H (-1.0777, -2.7548, -5.2938)  0.123
H (-4.4660, -5.6308, 1.9473)  0.107
B (-0.3255, -1.6428, 0.2921)  -1.352
H (4.4840, 2.6473, -6.6239)  0.102
O (-7.4511, -4.0979, 1.7315)  -0.060
O (0.2892, 8.1239, -2.4240)  -0.076
C (-1.8217, -4.7684, -5.7194)  -0.224
O (-2.6768, 2.3899, 4.8161)  -0.056
O (5.7861, 1.0724, -6.3375)  -0.071
H (7.1722, 0.6656, 6.6310)  0.085
O (-7.3113, 1.3560, 1.7736)  -0.096
H (-0.9868, 2.6477, 6.1651)  0.127
H (-2.2396, -6.1022, -7.0277)  0.073
H (8.0475, -2.8999, -0.2133)  0.106
F (-0.3070, -1.9142, 1.6441)  0.093
H (8.6045, -1.4899, -1.5271)  0.071
C (3.7741, 1.5060, -5.0050)  -0.230
H (0.5321, 7.3367, -2.9170)  0.086
C (0.4659, 6.8796, -0.2910)  -0.241
H (0.4674, 9.0328, -0.5504)  0.113
C (-1.9419, 3.0675, 5.8495)  -0.230
C (4.3685, -0.0104, 5.1815)  -0.224
H (6.0720, 1.3295, 4.7001)  0.107
H (-2.8258, -4.4822, -6.0325)  0.116
C (-5.3097, -5.2287, 2.5081)  -0.216
H (4.0435, 0.5981, 6.0254)  0.104
F (-1.6027, -1.1238, 0.0444)  0.066
C (0.8272, 8.1741, -1.1173)  -0.225
H (3.2408, 0.0070, -3.9538)  0.083
F (0.6219, -0.6633, 0.1370)  0.106
H (-5.6452, -6.0985, 3.0728)  0.107
H (-8.6888, 2.8681, -1.0075)  0.109
H (-6.7550, -5.8123, 0.9774)  0.112



3.
Entry from the OMol25 dataset: a structure of composition C16H48BHgN4O4 at a distorted geometry (ωB97M-V/def2-TZVPD).

Results
HOMO level (eV): -11.56
Charge: +1
Energy above the lowest of the compared OMol25 structures with the same formula, charge and spin (eV): 1.371
DFT total energy (eV): -36362.7379
Frontier orbital gap (eV): 9.506

Last column: Löwdin charge in e.
Atoms and positions in Å:
H (4.6783, -1.9457, 1.6717)  0.086
H (-0.2867, -1.5797, -2.5760)  -0.045
O (4.2676, 0.1866, -1.7798)  -0.209
H (1.4484, 1.1889, -2.7060)  0.092
H (-5.0708, 2.9652, 0.6074)  0.087
H (-2.3376, -1.7901, 3.6269)  0.134
H (3.7871, -3.1681, 0.8375)  0.088
H (2.4541, 2.3049, 0.3865)  0.130
C (0.6970, 1.9015, 1.6340)  -0.370
C (-3.5713, 1.8018, -2.0639)  -0.189
H (2.2877, -2.5300, -0.9421)  0.095
C (4.6778, -0.7942, -0.8621)  -0.210
H (1.6496, 0.1972, 2.2374)  0.081
H (-3.8535, 0.5704, 3.4154)  0.096
H (-3.7101, -1.8860, 2.5644)  0.140
O (0.9729, 1.5667, -0.7792)  -0.310
C (-1.7157, 0.8196, -3.6424)  -0.043
H (-5.6396, 1.9638, -0.6669)  0.093
H (1.0634, 2.2585, 3.7850)  0.083
H (4.9429, 1.8404, -2.8280)  0.086
H (0.1345, -2.5529, -0.9840)  -0.108
H (5.9417, 1.3159, -1.4991)  0.092
B (-0.5457, -2.4963, -1.9062)  -0.454
N (2.2798, -1.5243, -0.7645)  0.017
H (-2.3693, -0.4744, -1.4794)  0.065
H (-4.1537, 0.8729, -1.9593)  0.129
H (0.8835, 2.9127, -2.3884)  0.098
N (-1.8394, 0.3618, -1.2062)  -0.002
C (-2.0934, 1.4009, -2.2857)  -0.346
H (1.4298, 3.5822, 2.7606)  0.090
N (-0.5212, -2.2166, 1.4308)  0.002
H (2.5314, 2.1860, 2.9029)  0.087
H (-1.6608, -4.6454, 1.3586)  0.085
H (-1.5615, -4.2629, 3.0923)  0.085
H (-1.6527, -2.4384, -1.5525)  -0.044
H (2.4837, 2.3689, -1.9681)  0.084
H (-2.3874, -2.6670, 0.6891)  0.129
H (-2.1473, 0.5373, 4.1015)  0.092
C (-2.7843, 0.6333, 3.2178)  -0.088
O (-3.6539, 2.4746, -0.8200)  -0.196
H (-0.0571, -3.0489, 1.0664)  0.083
C (3.4971, -1.1452, 0.0172)  -0.407
H (5.5005, -0.5085, -0.1959)  0.133
C (1.4407, 2.0441, -2.0354)  -0.076
H (5.9358, 0.3581, -3.0135)  0.096
H (-0.0851, -2.1338, 2.3548)  0.097
H (-2.2706, -0.1199, -3.7325)  0.091
H (5.0662, -1.6665, -1.4039)  0.143
H (-0.6781, 0.5631, -3.8291)  0.066
H (-4.1210, 2.3351, -2.8457)  0.138
C (-4.9706, 2.8088, -0.4701)  -0.109
H (3.0050, -2.0972, 1.9660)  0.068
H (2.5871, -1.1444, -1.6665)  0.086
H (0.0406, 0.1193, 2.3865)  0.058
H (3.1757, -0.1907, 0.4616)  0.114
C (-2.0775, -4.0245, 2.1601)  -0.048
H (-0.4681, -3.4532, -2.5479)  -0.017
H (1.0371, 3.4133, 0.1873)  0.141
C (-2.6462, -1.6283, 2.5820)  -0.201
C (3.7316, -2.1217, 1.1509)  -0.049
H (-0.3306, 2.2532, 1.5530)  0.141
H (-1.4557, 2.2683, -2.1051)  0.124
H (-2.0908, 1.5128, -4.3975)  0.088
Hg (0.0464, -0.6292, -0.3622)  1.108
C (1.4886, 2.4889, 2.8035)  -0.059
C (5.3303, 0.9544, -2.3312)  -0.072
O (-2.3467, -0.2860, 2.2211)  -0.224
N (0.7829, 0.4219, 1.7612)  0.021
C (1.3639, 2.3795, 0.3228)  -0.177
C (-1.9138, -2.5695, 1.6735)  -0.431
H (-3.0941, -4.4214, 2.1844)  0.088
H (-5.3681, 3.7340, -0.8932)  0.095
H (-2.5301, 0.6610, -0.5098)  0.074
H (-2.5805, 1.6327, 2.8271)  0.083